[1]
A single C4H8O3S molecule, computed with ωB97M-V with the def2-TZVPD basis set.

```
! wB97M-V def2-TZVPD RIJCOSX def2/J DEFGRID3
* xyz 0 1
C 0.310 -0.180 0.566
C 0.813 1.075 -0.203
C 0.936 -1.632 0.364
C 2.026 1.277 -0.814
O -3.217 1.226 -0.032
O -2.719 -1.012 -0.905
O -1.051 -0.138 0.679
S -1.972 0.195 -0.574
H 0.741 0.019 1.556
H 0.107 1.974 0.102
H 1.838 -1.785 -0.200
H 0.174 -2.251 -0.123
H 1.156 -2.127 1.260
H -4.022 0.699 0.425
H 2.206 2.232 -1.143
H 2.675 0.427 -0.958
*
```

## Properties
lowest unoccupied orbital energy	0.72	eV

Löwdin population analysis, charges in e, atoms 1 to 4: number 1, C, carries -0.4399; number 2, C, carries -0.1349; number 3, C, carries -0.0036; number 4, C, carries 0.0327



[2]
2 unconnected molecules or ions with the total composition C2H5NOS, computed with ωB97M-V with the def2-TZVPD basis set.

```
! wB97M-V def2-TZVPD RIJCOSX def2/J DEFGRID3
* xyz 0 1
C -0.123 -0.032 -0.948
C 0.119 0.106 1.476
N 0.623 -0.275 0.152
O -0.838 -0.430 -3.450
S 0.017 -0.910 -2.354
H -0.996 1.450 -0.707
H 0.785 0.424 2.229
H -0.723 0.885 1.509
H -0.432 -0.696 1.796
H 1.566 -0.522 0.296
*
```

## Properties
lowest unoccupied orbital energy (alpha / beta)	-0.40 / -0.40	eV

Löwdin population analysis, charges in e, atoms 1 to 4: number 1, C, carries -0.4706; number 2, C, carries -0.1103; number 3, N, carries -0.1760; number 4, O, carries -0.6289



Computed energy above the lowest of the compared OMol25 structures with the same formula, charge and spin, in the same sequence as the records: 73.7; 123.7 kcal per mole.
Computed strongest force on any atom, in the same sequence as the records: 4.92; 4.34 eV/Å.